{
  "formula": "C38H34N5O9P2RuSi",
  "method": "wB97M-V/def2-TZVPD",
  "symbols": ["Ru", "O", "C", "N", "C", "O", "C", "C", "C", "C", "C", "N", "C", "C", "C", "C", "C", "N", "H", "H", "H", "H", "H", "H", "H", "H", "C", "C", "O", "P", "O", "O", "O", "P", "O", "O", "O", "H", "H", "H", "H", "H", "H", "H", "N", "C", "C", "C", "C", "C", "N", "C", "H", "H", "H", "H", "C", "C", "C", "C", "C", "C", "Si", "C", "C", "C", "C", "C", "C", "C", "C", "C", "C", "C", "C", "H", "H", "H", "H", "H", "H", "H", "H", "H", "H", "H", "H", "H", "H", "H"],
  "xyz": [[-0.680, 1.552, 0.137], [-4.901, 0.664, 0.532], [-3.697, 0.739, 0.647], [-2.815, 1.224, -0.316], [-3.225, 1.266, -1.626], [-4.349, 1.293, -2.074], [-2.065, 1.115, -2.612], [-2.328, 0.952, -3.949], [-1.279, 0.713, -4.856], [-0.018, 0.547, -4.327], [0.162, 0.671, -2.963], [-0.809, 0.987, -2.113], [-3.032, 0.363, 2.025], [-3.784, -0.267, 3.004], [-3.158, -0.501, 4.223], [-1.829, -0.151, 4.400], [-1.150, 0.427, 3.347], [-1.709, 0.638, 2.154], [-3.369, 1.013, -4.246], [-1.494, 0.544, -5.890], [0.835, 0.202, -4.897], [1.144, 0.591, -2.477], [-4.827, -0.447, 2.751], [-3.688, -0.958, 5.065], [-1.293, -0.373, 5.308], [-0.084, 0.695, 3.439], [2.200, 4.833, -0.167], [1.355, 4.787, 1.088], [1.538, 6.006, 1.795], [-0.462, 4.790, 0.552], [-0.689, 6.283, 0.078], [-1.297, 4.548, 1.872], [-0.798, 3.798, -0.527], [1.560, 3.261, 2.083], [3.117, 3.027, 2.409], [0.779, 3.391, 3.351], [1.114, 2.189, 1.055], [1.989, 5.770, -0.738], [1.994, 3.962, -0.807], [3.227, 4.856, 0.140], [1.264, 5.857, 2.757], [-0.060, 6.931, 0.489], [-0.806, 4.116, 2.602], [3.357, 3.017, 3.342], [5.791, 2.112, 2.398], [5.315, 2.139, 1.348], [4.784, 2.224, 0.014], [5.292, 3.138, -0.860], [4.661, 3.212, -2.111], [3.610, 2.371, -2.443], [3.081, 1.517, -1.557], [3.618, 1.490, -0.347], [6.166, 3.749, -0.609], [5.085, 3.858, -2.815], [3.235, 2.293, -3.453], [3.164, 0.926, 0.403], [-4.368, -2.261, -2.217], [-3.148, -2.148, -2.874], [-1.925, -2.201, -2.181], [-1.908, -2.509, -0.818], [-3.208, -2.676, -0.220], [-4.428, -2.585, -0.889], [-0.266, -2.490, 0.030], [0.981, -3.331, -1.110], [2.339, -3.066, -1.101], [3.206, -3.966, -1.745], [2.763, -5.098, -2.397], [1.390, -5.359, -2.430], [0.534, -4.467, -1.841], [-0.287, -3.402, 1.614], [0.492, -4.550, 1.821], [0.359, -5.344, 2.957], [-0.507, -4.922, 3.947], [-1.318, -3.804, 3.754], [-1.178, -3.029, 2.608], [-5.264, -2.224, -2.841], [-3.144, -1.810, -3.905], [-0.975, -2.059, -2.729], [-3.254, -2.887, 0.819], [-5.385, -2.733, -0.357], [2.757, -2.252, -0.527], [4.291, -3.842, -1.692], [3.400, -5.803, -2.893], [0.994, -6.212, -2.927], [-0.546, -4.710, -1.928], [1.201, -4.836, 1.037], [0.978, -6.228, 3.085], [-0.545, -5.502, 4.893], [-2.056, -3.545, 4.481], [-1.717, -2.103, 2.548]],
  "mulliken_charge": [1.718, -0.633, -0.490, 0.319, -0.495, -0.655, 0.583, -0.766, -0.430, -0.731, -0.653, 0.926, 0.406, -0.553, -0.525, -0.844, -0.440, 0.909, 0.589, 0.439, 0.490, 0.496, 0.585, 0.414, 0.448, 0.218, -1.633, 0.774, -0.655, 0.681, -0.582, -0.568, -0.516, -0.065, -0.382, -0.904, 0.358, 0.396, 0.167, 0.427, 0.438, 0.405, 0.446, 0.315, -0.646, 0.066, 0.516, -0.375, -0.679, -0.464, -0.181, -0.669, 0.466, 0.540, 0.420, 0.884, -0.388, -0.996, -0.126, 0.605, -0.418, -0.744, -0.386, 0.444, -0.628, -0.410, -0.553, -0.680, 0.113, 0.151, -0.365, -0.800, -0.456, -0.879, 0.560, 0.348, 0.460, 0.467, 0.446, 0.379, 0.474, 0.362, 0.401, 0.460, 0.250, 0.287, 0.404, 0.325, 0.497, 0.086],
  "spin_multiplicity": 6,
  "homo_lumo_gap_ev": [6.807, 7.036],
  "e_tot_ev": -94877.2804
}

=====

{
  "formula": "C2H6O2Yb",
  "method": "wB97M-V/def2-TZVPD",
  "symbols": ["C", "C", "O", "H", "H", "H", "H", "H", "Yb", "O", "H"],
  "xyz": [[-1.439, -0.904, 0.545], [-0.721, 0.256, -0.133], [-0.804, 1.382, 0.783], [-1.370, -0.853, 1.643], [-2.513, -0.931, 0.280], [-0.996, -1.862, 0.230], [-1.328, 0.518, -1.024], [-0.183, 2.064, 0.508], [1.537, -0.302, -0.932], [3.639, -0.078, -0.906], [4.176, 0.709, -0.994]],
  "mulliken_charge": [-0.939, -0.265, -0.420, 0.332, 0.280, 0.299, 0.383, 0.321, 1.545, -0.813, 0.277],
  "spin_multiplicity": 2,
  "homo_lumo_gap_ev": [8.562, 6.898],
  "e_tot_ev": -37786.5315,
  "total_charge": 1
}

=====

{
  "formula": "C18H27N3S2Tb",
  "method": "wB97M-V/def2-TZVPD",
  "symbols": ["Tb", "S", "S", "C", "C", "C", "N", "C", "C", "H", "H", "H", "H", "H", "H", "H", "H", "C", "H", "H", "H", "H", "H", "H", "H", "C", "C", "H", "H", "H", "H", "C", "C", "C", "C", "N", "C", "C", "C", "C", "C", "C", "N", "H", "H", "H", "H", "H", "H", "H", "H"],
  "xyz": [[0.615, 0.327, -0.387], [-0.595, 2.733, -0.740], [-0.581, -2.074, -0.586], [-2.481, 2.816, -0.719], [-0.515, 2.680, -2.602], [-0.924, 1.380, -3.368], [-0.156, 0.133, -2.991], [-0.972, -1.115, -3.263], [-0.355, -2.219, -2.435], [0.515, 2.986, -2.853], [-1.236, 3.463, -2.870], [-0.773, 1.605, -4.450], [-1.986, 1.134, -3.190], [-0.891, -1.360, -4.340], [-2.012, -0.881, -2.990], [0.738, -2.304, -2.561], [-0.875, -3.168, -2.540], [-2.389, -2.209, -0.480], [0.652, 0.138, -3.618], [-2.995, -1.470, -1.018], [-2.662, -2.211, 0.579], [-2.495, -3.207, -0.896], [-2.902, 2.882, 0.280], [-2.931, 1.953, -1.247], [-2.735, 3.743, -1.259], [2.791, 0.456, -1.580], [3.561, 0.778, -0.441], [2.482, 1.263, -2.290], [3.117, -0.486, -2.106], [3.687, 1.779, 0.031], [4.463, 0.159, -0.052], [-2.863, 0.347, 2.791], [-2.189, 0.038, 3.975], [-0.818, -0.134, 3.989], [-0.138, -0.087, 2.755], [-0.810, 0.229, 1.582], [-2.156, 0.439, 1.593], [1.284, -0.494, 2.648], [2.018, -0.814, 3.804], [3.326, -1.261, 3.680], [3.932, -1.430, 2.407], [3.099, -1.202, 1.321], [1.851, -0.672, 1.400], [-3.925, 0.562, 2.793], [-2.719, -0.096, 4.903], [-0.240, -0.303, 4.880], [-2.565, 0.664, 0.612], [1.544, -0.732, 4.774], [3.862, -1.590, 4.534], [4.959, -1.785, 2.269], [3.386, -1.378, 0.275]],
  "mulliken_charge": [0.557, 0.049, 0.195, -1.000, -0.710, -0.660, -0.065, -0.554, -0.878, 0.385, 0.542, 0.332, 0.379, 0.354, 0.331, 0.373, 0.630, -1.191, 0.315, 0.314, 0.421, 0.561, 0.426, 0.327, 0.417, -0.438, -0.721, 0.551, 0.299, 0.289, 0.386, -1.287, -0.500, -1.011, 0.928, 0.361, -0.532, 0.909, -1.096, -0.447, -1.311, -0.587, 0.361, 0.497, 0.485, 0.475, 0.962, 0.379, 0.501, 0.459, 1.238],
  "spin_multiplicity": 7,
  "homo_lumo_gap_ev": [7.935, 8.002],
  "e_tot_ev": -67653.4685,
  "total_charge": 3
}

=====

{
  "formula": "C4H6O2",
  "method": "wB97M-V/def2-TZVPD",
  "symbols": ["O", "C", "C", "O", "C", "C", "H", "H", "H", "H", "H", "H"],
  "xyz": [[-1.185, -1.928, 0.100], [-0.451, -1.325, -0.649], [0.230, -0.036, -0.293], [1.347, 0.276, -1.086], [-0.466, 1.223, 0.138], [0.022, 0.301, 1.194], [-0.172, -1.767, -1.630], [1.941, -0.476, -1.200], [-1.521, 1.387, -0.049], [0.180, 2.077, -0.037], [-0.767, -0.288, 1.661], [0.842, 0.557, 1.851]],
  "mulliken_charge": [-0.491, -0.148, 0.802, -0.552, -0.605, -0.709, 0.366, 0.325, 0.254, 0.247, 0.239, 0.273],
  "spin_multiplicity": 1,
  "smiles": "O=CC1(O)CC1",
  "homo_lumo_gap_ev": 10.471,
  "e_tot_ev": -8338.4983
}

=====

{
  "formula": "C7H7Cl2N",
  "method": "wB97M-V/def2-TZVPD",
  "symbols": ["C", "C", "C", "C", "C", "C", "C", "N", "Cl", "Cl", "H", "H", "H", "H", "H", "H", "H"],
  "xyz": [[1.998, 1.091, 0.718], [0.908, -0.842, -1.337], [2.548, 0.082, 0.118], [-0.354, -0.158, -0.973], [-0.918, -0.283, 0.461], [-0.338, 0.973, -0.017], [-2.405, -0.378, 0.703], [2.073, -0.753, -0.859], [4.251, -0.346, 0.474], [-1.035, 2.508, -0.168], [2.184, 1.892, 1.383], [0.822, -1.544, -2.163], [-1.078, -0.149, -1.783], [-0.324, -0.897, 1.127], [-2.611, -0.198, 1.757], [-2.782, -1.366, 0.439], [-2.939, 0.368, 0.119]],
  "mulliken_charge": [-0.437, -0.270, 0.214, -0.097, 0.287, -0.047, -1.519, -0.443, -0.211, -0.149, 0.417, 0.382, 0.435, 0.380, 0.379, 0.354, 0.326],
  "spin_multiplicity": 1,
  "homo_lumo_gap_ev": 8.426,
  "e_tot_ev": -33902.3524
}